Entry from OMol25: C30H47Cl7LiMgN3O14P as an isolated structure at a distorted geometry (wB97M-V/def2-TZVPD).

Output
HOMO level = -8.87 eV
Gap between HOMO and LUMO = 1.68 eV
E_tot = -6158.803288 a.u.

```
! wB97M-V def2-TZVPD RIJCOSX def2/J DEFGRID3
* xyz 1 1
Cl 0.038 0.214 -1.525
Cl -5.167 -1.832 2.536
Cl -2.437 -2.762 -0.837
Cl -0.565 0.510 -4.342
Cl 0.812 -1.848 -3.412
Cl -2.292 -4.137 -3.768
Cl 2.164 0.709 -3.425
P 0.062 0.230 1.235
Mg 5.561 -2.292 -4.772
O -5.296 5.097 1.751
O 3.423 -3.043 3.962
O -3.278 0.746 -0.728
O 1.909 -4.026 2.568
O 0.887 -1.013 0.978
O -4.092 -5.974 4.060
O -0.615 -0.794 -8.848
O -5.141 1.192 -1.935
O 4.625 1.127 -3.863
O 5.627 2.177 -5.581
O 3.811 3.561 -0.296
O -3.753 5.935 3.135
O -2.691 -0.414 -9.606
O -3.579 3.805 2.426
N -1.455 -0.314 3.494
N 0.500 0.668 4.063
N -1.435 -0.232 4.844
C -0.293 0.211 3.069
C -2.292 -0.257 -7.291
C -3.624 -1.639 3.515
C -5.796 6.360 2.193
C 5.310 1.212 -4.902
C 1.225 -5.041 -2.151
C 3.657 -1.901 3.117
C 2.452 3.970 -2.242
C -1.830 -0.510 -8.713
C -0.991 -4.235 -2.639
C 0.148 -4.936 -3.018
C 5.841 -0.145 -5.414
C -3.146 -3.125 3.821
C -4.156 4.852 2.437
C 1.169 -4.443 -0.899
C 0.615 -0.102 -3.180
C -4.560 7.038 2.714
C 1.295 -4.086 4.851
C 1.808 1.350 4.015
C 3.652 -0.534 3.923
C -2.557 -0.861 2.666
C 4.605 5.205 -1.873
C 0.035 -3.746 -0.517
C -0.280 0.315 5.203
C -4.001 0.736 -1.785
C 2.249 -3.698 3.658
C 2.897 0.631 3.155
C -1.049 -3.641 -1.381
C -3.365 0.079 -3.000
C 3.388 4.578 -1.212
Li -4.251 1.781 0.417
H -2.834 -3.537 2.825
H -2.442 0.600 -3.262
H -3.503 -6.476 3.485
H 5.178 4.453 -2.423
H 1.675 2.435 3.745
H -2.309 -3.075 4.556
H -6.543 6.192 2.972
H 4.988 -0.807 -5.634
H -6.258 6.906 1.373
H 3.305 -0.662 4.982
H -4.035 0.107 -3.858
H 2.855 5.335 -0.632
H 0.377 -3.442 4.839
H 2.110 -5.590 -2.452
H -2.121 -1.596 1.938
H -2.116 -1.147 -6.682
H 2.538 0.230 2.178
H -3.130 -0.964 -2.778
H -1.734 0.579 -6.866
H 0.198 -5.403 -3.994
H 2.191 1.376 5.071
H -4.010 -3.705 4.207
H 2.009 -4.520 -0.221
H -3.941 -1.108 4.442
H 2.956 3.177 -2.801
H -4.975 -6.227 3.767
H 4.283 2.889 -0.802
H 0.823 1.351 0.808
H -4.769 7.708 3.546
H 4.314 5.996 -2.566
H -1.157 0.070 0.498
H 4.692 -2.027 2.697
H 3.663 1.413 2.901
H 2.095 4.722 -2.948
H 6.434 -0.034 -6.324
H 2.973 -1.827 2.239
H -3.358 -0.018 -7.255
H 1.844 -4.030 5.821
H -4.026 7.591 1.939
H 4.726 -0.215 4.007
H -3.101 -0.055 2.121
H -0.001 -3.283 0.461
H 0.047 0.524 6.235
H 6.477 -0.607 -4.638
H 1.588 3.513 -1.752
H 0.976 -5.149 4.698
H 5.274 5.628 -1.120
*
```

Löwdin population analysis, charges in e, atoms 1 to 5: atom 1 (Cl): 0.599, atom 2 (Cl): 0.604, atom 3 (Cl): 0.726, atom 4 (Cl): 0.649, atom 5 (Cl): 0.629

***

Entry from OMol25: C30H47FP2V as an isolated structure at a distorted geometry (wB97M-V/def2-TZVPD).

Output
HOMO level (spin up / spin down) = -9.75 / -9.18 eV
Gap between HOMO and LUMO (spin up / spin down) = 6.59 / 5.56 eV
Energy relative to the best compared isomer or geometry (same formula, charge and spin) = 0.000 eV
E_tot = -2897.356942 a.u.

```
! wB97M-V def2-TZVPD RIJCOSX def2/J DEFGRID3
* xyz 1 3
V 0.050 -1.121 -2.168
P -2.043 1.350 -0.064
P 1.861 1.160 0.474
F -2.887 4.172 4.804
C -1.327 -3.477 1.213
C -0.277 -2.479 1.525
C -1.249 0.092 -3.469
C -0.512 -2.375 -4.061
C 1.843 -1.588 1.827
C 2.648 2.385 1.605
C -3.277 1.573 2.340
C 0.924 1.125 -3.956
C 3.442 0.904 -0.435
C -2.058 1.749 1.644
C -3.598 2.397 3.402
C -1.280 3.273 3.316
C 0.959 -2.024 -4.347
C -1.520 -1.270 3.446
C -0.341 -1.528 2.588
C -0.692 2.215 -0.988
C -0.469 0.790 -4.534
C -2.589 3.262 3.823
C -0.992 2.380 2.288
C 3.308 -1.613 1.942
C 0.744 2.395 -0.499
C 1.414 0.142 -2.919
C -1.416 -1.340 -3.428
C 1.082 -2.516 1.079
C 1.330 -0.056 3.866
C 1.671 -1.234 -3.307
C 0.948 -0.975 2.771
C -3.654 1.351 -0.757
C -1.559 -0.377 -0.409
C 1.671 -3.578 0.260
H 3.726 -0.622 2.065
H 2.377 -3.223 -0.507
H -0.607 -3.319 -3.491
H 1.656 1.176 -4.792
H -2.454 -1.434 2.875
H -4.266 2.203 -0.476
H 1.476 -2.979 -4.514
H 0.780 3.273 0.158
H 1.332 -0.584 4.847
H 2.236 -4.208 0.972
H 3.787 1.865 -0.835
H -0.997 -4.189 0.440
H -0.922 -0.788 0.354
H 0.025 2.144 2.013
H -2.372 -1.715 -3.034
H -3.945 0.789 2.013
H -2.454 -0.965 -0.569
H -1.513 -1.939 4.331
H -4.183 0.467 -0.417
H -0.506 3.931 3.715
H -1.501 -0.223 3.789
H 2.170 0.679 -2.360
H 3.443 0.195 -1.260
H 1.979 3.226 1.824
H 3.612 -2.205 2.827
H 2.928 1.882 2.540
H 3.753 -2.070 1.063
H 0.862 2.171 -3.580
H 2.655 -1.598 -2.997
H 0.632 0.803 3.924
H -1.546 -4.063 2.130
H 2.356 0.337 3.699
H 4.207 0.567 0.269
H -1.124 3.212 -1.114
H -0.351 0.238 -5.492
H -4.574 2.405 3.860
H -1.012 -2.602 -5.003
H -0.967 1.731 -4.838
H 1.044 -1.511 -5.318
H -0.991 -0.116 -1.356
H -2.260 -3.002 0.868
H -2.181 0.637 -3.231
H 1.408 2.639 -1.339
H -3.645 1.277 -1.845
H 0.925 -4.205 -0.226
H -0.709 1.779 -1.979
H 3.553 2.768 1.123
*
```

Löwdin population analysis, charges in e, atoms 1 to 5: atom 1 (V): 0.688, atom 2 (P): 0.999, atom 3 (P): 0.951, atom 4 (F): 0.063, atom 5 (C): -0.022

***

Entry from OMol25: C30H47INO8P2Rb as an isolated structure at a distorted geometry (wB97M-V/def2-TZVPD).

Output
HOMO level (spin up / spin down) = -0.87 / -3.36 eV
Gap between HOMO and LUMO (spin up / spin down) = 2.61 / 5.09 eV
Energy relative to the best compared isomer or geometry (same formula, charge and spin) = 0.325 eV
E_tot = -2832.636785 a.u.

```
! wB97M-V def2-TZVPD RIJCOSX def2/J DEFGRID3
* xyz -1 2
I -0.977 -3.943 1.287
Rb -0.326 -0.819 -0.753
P 2.361 0.323 1.344
P -0.040 2.167 1.229
O 3.933 0.485 1.337
O -1.509 0.644 -2.581
O 2.774 -0.290 -2.150
O 1.940 0.262 2.873
O -0.031 2.787 2.702
O 1.920 -0.828 0.548
O -0.461 3.315 0.251
O -0.788 0.903 1.206
N -2.513 0.031 -3.231
C -4.636 -1.147 -4.626
C -3.657 -0.348 -2.562
C -1.654 -4.735 -1.576
C -3.471 -0.697 -5.286
C 2.372 -0.873 -3.395
C 1.510 0.086 -4.184
C -1.806 -5.138 -0.218
C -3.083 -7.085 -0.794
C -2.341 4.697 0.888
C 1.894 -2.047 3.620
C 5.524 0.568 3.111
C -0.544 4.652 4.074
C 4.620 1.398 2.224
C -2.236 -5.241 -3.894
C -0.928 -3.556 -1.947
C 1.682 1.884 0.745
C -1.807 3.756 -0.169
C -2.991 -6.748 -2.112
C 1.063 -0.818 3.361
C -2.448 -0.116 -4.602
C -4.688 -0.938 -3.229
C -0.938 -3.300 -3.307
C 5.365 2.401 1.370
C -2.483 -6.259 0.178
C -2.724 2.607 -0.487
C 1.837 4.015 3.645
C 0.441 4.104 3.057
C -1.580 -4.106 -4.275
C 0.379 -0.261 4.587
C -2.293 -5.585 -2.525
H -3.620 -7.973 -0.483
H -1.533 0.247 -5.043
H -0.316 -1.001 4.983
H 0.331 -0.997 2.575
H 3.284 -1.122 -3.953
H -1.561 -3.812 -5.320
H -0.179 0.637 4.335
H -2.279 1.934 -1.232
H 2.388 -2.387 2.713
H -3.351 -0.807 -6.358
H -2.596 4.153 1.799
H -0.270 5.669 4.356
H 1.108 -0.027 5.365
H -1.571 4.298 -1.088
H -0.457 -2.401 -3.701
H -2.562 -6.510 1.226
H 6.087 1.890 0.735
H -1.631 5.489 1.125
H 2.061 1.002 -4.411
H 2.588 3.742 2.907
H -0.533 4.033 4.971
H -3.257 5.160 0.517
H 4.683 2.953 0.724
H 2.127 4.982 4.057
H -5.433 -1.644 -5.155
H 0.593 0.354 -3.654
H -3.002 2.051 0.407
H 2.516 -0.876 -1.430
H 6.080 1.209 3.797
H -1.555 4.663 3.675
H 2.636 -1.856 4.398
H -5.542 -1.259 -2.647
H -3.634 3.028 -0.922
H 6.237 0.013 2.503
H 0.435 4.723 2.154
H 4.938 -0.140 3.693
H 1.216 -0.372 -5.131
H 1.840 -1.811 -3.211
H 1.855 3.276 4.445
H -3.460 -7.363 -2.873
H -3.627 -0.206 -1.491
H 1.727 1.845 -0.347
H 1.243 -2.854 3.961
H 3.873 1.901 2.847
H 2.307 2.722 1.062
H -2.742 -5.876 -4.614
H 5.898 3.114 1.999
*
```

Löwdin population analysis, charges in e, atoms 1 to 5: atom 1 (I): 0.881, atom 2 (Rb): 0.825, atom 3 (P): 0.458, atom 4 (P): 0.452, atom 5 (O): -0.154

***

Entry from OMol25: C30H48AsCdN2O4PS5SeSi2 as an isolated structure (wB97M-V/def2-TZVPD).

Output
HOMO level = -2.40 eV
Gap between HOMO and LUMO = 6.43 eV
Energy relative to the best compared isomer or geometry (same formula, charge and spin) = 0.000 eV
E_tot = -9298.979777 a.u.

```
! wB97M-V def2-TZVPD RIJCOSX def2/J DEFGRID3
* xyz -2 1
Cd 1.391 -2.081 0.211
Se -4.067 0.638 1.385
As 0.527 -4.486 -0.315
S 5.207 1.014 0.505
S 3.916 1.058 3.030
S 1.870 -1.002 2.432
S 6.265 2.852 2.602
S 3.445 -1.008 -0.768
P -0.079 2.592 -0.293
Si 2.168 -5.533 0.967
Si -1.254 -4.408 1.198
O -2.439 0.069 -1.255
O 2.864 -2.297 -5.037
O 2.148 -3.335 -3.216
O -0.858 -1.123 -0.207
N -5.647 4.627 -0.634
N 0.435 -1.312 -2.676
C 0.060 5.329 -1.412
C 2.230 -5.064 2.786
C 0.117 0.826 -4.415
C -5.159 4.595 0.609
C -0.542 3.926 -1.515
C -0.872 4.502 1.803
C -5.668 3.451 -1.267
C -2.071 3.993 -1.584
C -1.122 -3.158 2.590
C -4.715 2.221 0.580
C -1.503 -6.111 1.982
C 1.947 -7.409 0.891
C 3.849 -0.081 0.659
C -0.679 0.709 -3.290
C 1.760 2.724 -0.067
C 1.172 -1.206 -3.776
C -0.370 2.092 2.378
C -4.694 3.457 1.242
C -0.887 3.057 1.309
C 2.376 3.865 0.742
C 2.149 -2.319 -4.067
C -0.469 -0.369 -2.440
C 5.186 1.700 2.074
C 3.244 -0.075 1.875
C 1.066 -0.151 -4.669
C 3.832 -5.134 0.192
C -5.231 2.257 -0.723
C 2.404 2.608 -1.453
C -2.804 -4.014 0.213
C -1.268 -0.504 -1.170
H 3.486 2.498 -1.357
H 0.997 -7.716 1.333
H 4.055 -4.066 0.270
H -1.975 -3.274 3.266
H 0.000 1.669 -5.084
H 0.140 4.892 1.923
H -0.359 5.968 -2.198
H 1.987 1.790 0.460
H -1.364 4.551 2.780
H -0.407 1.057 2.039
H -3.686 -4.011 0.861
H 1.961 -7.754 -0.145
H 2.044 3.845 1.780
H 2.376 -3.988 2.911
H -1.147 -2.139 2.197
H -2.722 -3.024 -0.238
H -1.438 1.436 -3.041
H -0.668 -6.376 2.635
H -2.483 4.553 -0.743
H 2.139 4.847 0.329
H -2.921 0.103 -0.354
H -2.542 3.007 -1.554
H -5.133 5.548 1.133
H 3.837 -5.388 -0.871
H -2.417 -6.116 2.584
H -0.159 5.799 -0.454
H 1.141 5.316 -1.540
H -2.958 -4.745 -0.583
H 3.059 -5.584 3.276
H -2.395 4.499 -2.499
H -1.590 -6.885 1.217
H -0.988 2.168 3.276
H 3.466 3.762 0.753
H -1.931 2.779 1.128
H 2.755 -7.911 1.433
H 1.715 -0.130 -5.533
H 1.308 -5.339 3.304
H -4.303 3.518 2.250
H -0.204 -3.274 3.171
H 1.496 -3.195 -2.496
H 2.035 1.732 -1.989
H 4.636 -5.690 0.684
H 0.665 2.309 2.658
H -1.419 5.168 1.135
H -0.190 3.501 -2.464
H -6.059 3.466 -2.281
H 2.211 3.495 -2.063
H -5.282 1.346 -1.307
*
```

Löwdin population analysis, charges in e, atoms 1 to 5: atom 1 (Cd): 0.919, atom 2 (Se): 0.543, atom 3 (As): 0.607, atom 4 (S): 0.855, atom 5 (S): 0.857